[1]
Entry from the Open Molecules 2025 dataset: a molecular structure, C33H32ClN4PmS2 (ωB97M-V/def2-TZVPD).

Its expectation value of S² is 6.006. The calculation puts the molar mass at 729.23 Da. Its total charge is 0. The energy above the lowest of the compared OMol25 structures with the same formula, charge and spin is 0.0 kcal per mole. The multiplicity is 5.

CARTESIAN COORDINATES (ANGSTROEM)
1 Pm 0.33230 -0.30948 0.72509
2 C -2.24689 1.73436 -0.13171
3 N -2.13311 0.26144 -0.07446
4 C -2.02395 -0.34256 -1.41523
5 C -1.67809 -1.84140 -1.34492
6 N -0.25990 -2.08916 -1.01993
7 C 0.55922 -1.94079 -2.23864
8 C -0.03975 -3.44932 -0.51838
9 C -0.61709 -4.53051 -1.17533
10 C -0.37463 -5.83411 -0.78173
11 C 0.48029 -6.08070 0.28277
12 C 1.07043 -5.02524 0.93394
13 C 0.83064 -3.69681 0.55882
14 S 1.68916 -2.50531 1.48886
15 C -3.30315 -0.26313 0.61834
16 C -4.58190 -0.02337 0.13279
17 C -5.70000 -0.47134 0.81379
18 C -5.53893 -1.16938 2.00273
19 C -4.27713 -1.41474 2.49464
20 C -3.13187 -0.96024 1.82501
21 S -1.57026 -1.25821 2.52592
22 H -2.83761 2.06216 -0.99454
23 H -1.26139 2.20551 -0.18297
24 H -2.74654 2.08471 0.77589
25 H -1.24007 0.18969 -1.97046
26 H -2.97342 -0.24054 -1.96647
27 H -1.92752 -2.28088 -2.32212
28 H -2.30288 -2.32182 -0.58124
29 H 0.25065 -2.65541 -3.01404
30 H 1.60467 -2.13022 -1.98885
31 H 0.47359 -0.93167 -2.64726
32 H -1.27525 -4.36291 -2.01729
33 H -0.84353 -6.64945 -1.31011
34 H 0.68991 -7.09300 0.59405
35 H 1.74607 -5.18736 1.75905
36 H -4.71296 0.53554 -0.78351
37 H -6.68793 -0.26875 0.42736
38 H -6.40591 -1.52354 2.54344
39 H -4.14174 -1.95428 3.41680
40 Cl 3.28704 4.07134 3.87837
41 C 1.81866 3.18881 3.74730
42 C 0.81095 3.34055 4.69179
43 C -0.35125 2.61080 4.52093
44 C -0.46543 1.76504 3.42798
45 N 0.50925 1.60991 2.52662
46 C 1.63052 2.31084 2.68497
47 H 0.94040 4.00720 5.53090
48 H -1.16182 2.69035 5.22779
49 H -1.35469 1.15922 3.28233
50 H 2.40608 2.17791 1.93828
51 C 1.06545 5.17631 -1.64085
52 C 0.12793 4.27424 -2.10891
53 C 0.27554 2.92008 -1.87428
54 C 1.36006 2.43023 -1.14012
55 C 2.33561 3.35562 -0.72881
56 C 2.18270 4.70269 -0.96755
57 N 1.49130 1.07977 -0.80185
58 C 2.68227 0.51864 -1.24906
59 C 3.41273 -0.37239 -0.44437
60 C 4.51663 -1.03624 -0.94120
61 C 4.94550 -0.81313 -2.23777
62 C 4.27588 0.11237 -3.02565
63 C 3.16864 0.77618 -2.54314
64 H 0.94871 6.23491 -1.82474
65 H -0.72108 4.62503 -2.67754
66 H -0.42210 2.21559 -2.31011
67 H 3.21949 2.99068 -0.22085
68 H 2.94398 5.39265 -0.63246
69 H 3.11502 -0.51268 0.59884
70 H 5.05188 -1.72138 -0.30039
71 H 5.80085 -1.34241 -2.62649
72 H 4.62004 0.30897 -4.03026
73 H 2.63974 1.48452 -3.16976



[2]
Entry from the Open Molecules 2025 dataset: a single C17H15ClN2O5 molecule at a distorted geometry (ωB97M-V/def2-TZVPD).

The calculation puts the molar mass at 362.77 Da. Its SMILES is O=C(COC(=O)Cc1ccccc1[N+](=O)[O-])NCc1ccccc1Cl. Its total charge is 0. The energy above the lowest of the compared OMol25 structures with the same formula, charge and spin is 94.1 kcal per mole.

CARTESIAN COORDINATES (ANGSTROEM)
1 O -2.25047 -2.83180 1.21499
2 C -2.07751 -2.39595 0.09906
3 N -2.58767 -1.24273 -0.36191
4 H -2.28294 -0.89797 -1.26485
5 C -3.27200 -0.29341 0.49622
6 C -2.68929 1.07948 0.30891
7 C -1.37714 1.35968 0.68213
8 C -0.81158 2.60265 0.45581
9 C -1.56439 3.59178 -0.15235
10 C -2.87324 3.33824 -0.52363
11 C -3.42447 2.08960 -0.29775
12 H -4.44295 1.88789 -0.59582
13 H -3.46277 4.10845 -0.99689
14 H -1.11973 4.55704 -0.33669
15 H 0.21114 2.79414 0.73828
16 Cl -0.42736 0.12790 1.45450
17 H -4.33941 -0.28391 0.25101
18 H -3.14968 -0.64615 1.52528
19 C -1.26762 -3.16852 -0.96268
20 H -1.73477 -3.05914 -1.94683
21 H -1.21761 -4.21858 -0.67177
22 O 0.09164 -2.73540 -1.02586
23 C 0.36857 -1.58707 -1.63604
24 O -0.45408 -0.86705 -2.14171
25 C 1.86269 -1.31211 -1.62679
26 C 2.27063 -0.83345 -0.25910
27 C 2.29044 -1.75329 0.78619
28 C 2.59783 -1.37671 2.07988
29 C 2.88745 -0.05196 2.36992
30 C 2.86423 0.88105 1.35554
31 C 2.56468 0.49766 0.04926
32 N 2.58081 1.55419 -0.93160
33 O 2.93007 1.29715 -2.06397
34 O 2.26720 2.66073 -0.54674
35 H 3.08054 1.92093 1.55026
36 H 3.12169 0.25046 3.37827
37 H 2.60280 -2.11696 2.86499
38 H 2.04280 -2.78168 0.57286
39 H 2.08401 -0.57599 -2.39763
40 H 2.38222 -2.24580 -1.84584



[3]
Entry from the Open Molecules 2025 dataset: a single C5H6O2 molecule at a distorted geometry (ωB97M-V/def2-TZVPD).

The calculation puts the molar mass at 98.10 Da. Its SMILES is C[C@]12C[C@H]1C(=O)O2. Its total charge is 0. The energy above the lowest of the compared OMol25 structures with the same formula, charge and spin is 68.3 kcal per mole.

CARTESIAN COORDINATES (ANGSTROEM)
1 C 1.64553 -0.80338 -0.23493
2 C 0.44600 0.06679 -0.02974
3 C -1.06299 -0.41131 0.83304
4 C -0.90719 0.12829 -0.54921
5 C -0.84765 1.62815 -0.37325
6 O -1.55982 2.57187 -0.27703
7 O 0.54591 1.45454 0.16978
8 H 2.25859 -0.83288 0.67209
9 H 2.30371 -0.50324 -1.06477
10 H 1.27041 -1.81057 -0.42892
11 H -1.03682 0.23333 1.69919
12 H -1.78804 -1.24632 0.94928
13 H -1.26765 -0.47530 -1.36553



Number 2 is which compound? C17H15ClN2O5



total charge of number 2 (C17H15ClN2O5)? 0